Here is a molecular structure, C32H25BrI4N7OZr from the Open Molecules 2025 dataset. Energies are from the ωB97M-V functional and the def2-TZVPD basis.

Last column: Mulliken charge in e.
Geometry (Å):
Zr: -0.212 -0.298 -0.451  0.42
C: 0.333 3.403 -3.036  0.63
C: 0.868 2.610 -4.221  -0.99
C: 1.930 1.688 -3.768  -0.33
C: 1.920 1.145 -2.543  -0.21
N: 0.803 1.425 -1.661  0.44
C: 0.094 2.457 -1.911  0.30
N: 2.968 0.328 -2.145  -0.55
C: 2.988 -0.297 -1.035  -0.10
N: 1.986 -0.305 -0.061  0.69
C: 2.534 -0.718 1.105  -0.19
N: 2.034 -0.534 2.298  -0.37
C: 1.118 0.476 2.472  0.60
C: 0.954 0.944 3.794  -0.88
C: 0.240 2.085 4.044  -0.42
C: -0.317 2.790 2.968  -0.97
C: -0.191 2.245 1.718  -0.45
N: 0.452 1.086 1.458  0.79
C: 3.857 -1.318 0.837  0.16
C: 4.761 -1.964 1.657  -0.38
C: 5.968 -2.357 1.086  -0.66
C: 6.259 -2.076 -0.247  -0.63
C: 5.356 -1.396 -1.058  -0.11
C: 4.147 -1.039 -0.497  0.00
H: 1.206 3.998 -2.711  0.26
H: 1.218 3.289 -4.993  0.70
H: 2.725 1.403 -4.442  0.54
H: -0.764 2.649 -1.272  -0.42
H: 1.458 0.396 4.577  0.57
H: 0.136 2.455 5.055  0.46
H: -0.845 3.722 3.106  0.53
H: -0.651 2.736 0.868  0.26
H: 4.537 -2.150 2.699  0.56
H: 6.698 -2.881 1.688  0.43
H: 7.212 -2.388 -0.655  0.42
H: 5.584 -1.158 -2.088  0.55
I: -8.171 -0.355 -0.893  0.11
C: -6.091 -0.269 -1.046  -0.54
C: -5.468 -0.679 -2.213  -0.15
C: -4.084 -0.627 -2.324  -0.45
I: -3.175 -1.358 -4.046  0.03
C: -3.320 -0.139 -1.266  -0.32
O: -1.977 -0.068 -1.286  0.16
C: -3.959 0.248 -0.082  0.58
C: -3.112 0.754 1.045  -0.91
N: -1.979 -0.136 1.412  0.05
C: -2.391 -1.474 1.840  -0.60
C: -1.178 -2.356 1.926  0.73
C: -0.996 -3.266 2.949  -1.23
C: 0.082 -4.137 2.894  -0.42
C: 0.934 -4.081 1.804  -1.08
C: 0.701 -3.129 0.831  0.01
N: -0.322 -2.264 0.894  0.28
C: -5.338 0.182 0.027  -0.76
H: -6.054 -1.055 -3.040  0.43
H: -2.670 1.714 0.762  0.27
H: -3.741 0.940 1.921  0.50
H: -1.536 0.315 2.206  0.04
H: -2.931 -1.462 2.790  0.44
H: -3.067 -1.882 1.083  0.41
H: -1.700 -3.297 3.769  0.48
H: 0.245 -4.855 3.686  0.45
H: 1.774 -4.752 1.704  0.48
H: 1.347 -3.043 -0.032  0.52
H: -5.824 0.484 0.947  0.47
I: -2.793 3.743 -2.816  0.11
C: -0.805 4.388 -3.326  -1.52
I: -0.659 1.447 -5.215  0.09
H: -0.669 5.317 -2.783  0.51
H: -0.847 4.606 -4.389  0.52
Br: 0.410 -1.897 -2.367  -0.35

Values from the calculation:
- max |F| (eV/A) = 0.7
- HOMO energy (Eh) = -0.388
- total energy (eV) = -149794.077
- LUMO level (eV) = -3.37
- M (g mol⁻¹) = 1202.34
- net charge = +1